# 1
11
Properties=species:S:1:pos:R:3:forces:R:3 method="wB97M-V/def2-TZVPD" charge=0 e_lumo_ha=0.042 homo_energy_ha=-0.3290 de_lowest_ev=0.626
O 0.402191 2.060998 -1.850185 -0.8352 -0.8206 -0.7143
C -0.315748 1.382262 -2.411163 0.8837 0.8521 0.6417
O -0.836280 0.707007 0.578590 -0.0147 -0.0436 0.0487
C 0.419617 0.595488 1.076974 0.1594 -0.0419 0.0621
C 0.940857 -0.622952 0.791125 0.0025 0.1084 0.0386
C -0.070024 -1.319771 0.051273 -0.1178 0.0390 -0.0322
C -1.117831 -0.464277 -0.044583 -0.0049 -0.1804 -0.0531
H 0.793773 1.460800 1.603705 -0.0378 -0.1470 -0.0737
H 1.919125 -0.988830 1.071139 -0.1538 0.0902 -0.0473
H -0.016842 -2.322428 -0.350045 -0.0308 0.1701 0.0531
H -2.092109 -0.527850 -0.506025 0.1494 -0.0263 0.0764

# 2
8
Properties=species:S:1:pos:R:3:forces:R:3 method="wB97M-V/def2-TZVPD" charge=0 e_lumo_ha=-0.013 homo_energy_ha=-0.3993 de_lowest_ev=5.835
C -1.054599 -1.401855 0.088440 -0.3939 1.6366 0.1687
N -1.073371 -2.531083 -0.104970 0.1060 -0.4705 -0.0180
N 1.362689 0.517238 0.420559 1.5744 -1.1262 -1.2669
O -1.166946 0.901354 -1.232017 -0.7597 -1.4896 4.9164
O 0.099394 0.747095 0.999805 -0.6477 0.0832 0.2059
S -1.307662 0.436276 0.262136 1.8573 0.3993 -5.5565
H 1.732516 1.368349 0.033590 -0.4220 1.1755 0.4435
H 1.407978 -0.037373 -0.467541 -1.3144 -0.2083 1.1069

# 3
82
Properties=species:S:1:pos:R:3:forces:R:3 method="wB97M-V/def2-TZVPD" s2=15.7600 charge=-1 e_lumo_ha="0.085 / 0.085" homo_energy_ha="-0.1206 / -0.1845" spin_multiplicity=8 de_lowest_ev=1.189
Eu 0.672582 0.433696 0.635872 -2.0507 -1.3334 0.9584
C 4.958208 2.030106 0.052605 -0.9304 0.3071 1.1082
C 3.457442 1.884483 0.256442 -0.0666 -0.9820 -1.1897
N 3.002831 0.670916 0.336143 -0.2649 0.0714 0.1707
O 3.850281 -0.440814 0.132637 1.2506 0.3822 0.6870
C 2.459721 2.953672 0.147186 0.7197 0.9393 -0.4433
C 2.837398 4.259921 -0.493270 -0.0302 0.0875 0.4367
N 1.178302 2.706492 0.366515 0.9734 0.0383 0.1248
O 0.291179 3.590005 0.256875 -0.1058 0.5123 -0.4330
H 5.397044 1.491759 0.916591 0.1933 0.4322 -0.5959
H 5.259936 3.072384 0.033971 0.1365 -0.0202 0.0331
H 5.223362 1.520277 -0.858919 0.2491 -0.1550 -0.2680
H 4.205177 -0.694372 1.011658 -0.3590 0.1274 -0.5620
H 1.900446 4.719027 -0.834128 0.3081 -0.0022 0.1073
H 3.506856 4.109109 -1.334050 0.1281 -0.0179 -0.2354
H 3.335312 4.932696 0.203243 -0.0182 0.2989 0.0333
O -0.957946 -1.208127 0.249673 -1.1524 -0.9497 -1.0291
C -1.345484 -2.255997 -0.400231 2.2319 -0.2105 1.1285
O -2.357763 -2.493765 -1.014277 -0.8483 0.2888 -0.2928
C -0.317769 -3.454690 -0.252002 0.2054 -0.0983 0.2800
P 1.487218 -2.956920 -0.338242 -1.0063 0.3432 0.2394
C 1.482711 -2.804399 -2.133505 0.2454 -0.2662 -0.2673
C 1.663869 -1.538248 -2.676011 0.4076 0.3866 -0.3141
C 1.581222 -1.344221 -4.048724 0.3839 0.2670 -0.7880
C 1.333152 -2.420298 -4.900870 -0.6003 0.5791 -0.8112
C 0.986318 -3.639803 -4.335563 0.1733 -1.1240 -0.0479
C 1.157243 -3.883283 -2.966574 -0.3352 0.7897 -0.9607
C 2.578559 -4.380292 -0.073817 0.3243 -1.6442 0.0093
C 2.533168 -5.119958 1.118033 -0.6137 1.0677 0.3684
C 3.685382 -5.544180 1.748618 0.6797 -0.5438 0.2333
C 4.915248 -5.436124 1.093988 0.4450 -0.3222 -0.2863
C 4.890419 -5.116754 -0.279467 0.4381 -0.4866 1.2531
C 3.729837 -4.657874 -0.844031 -0.5615 1.0619 -0.2061
H -0.474248 -4.188553 -1.028884 -0.3471 -0.2104 -0.1287
H -0.581154 -3.909625 0.706159 0.2076 -0.0073 0.1060
H 1.997903 -0.685632 -2.067087 -0.3994 -0.4794 0.0103
H 1.734022 -0.343195 -4.481470 0.0617 -0.5403 0.3069
H 1.343100 -2.284550 -6.022638 -0.2273 -0.1188 1.4664
H 0.566461 -4.453093 -4.956579 0.6180 0.4705 0.2369
H 0.992660 -4.900805 -2.616338 -0.0413 0.3405 0.2754
H 1.590178 -5.213047 1.649108 0.0449 0.2464 0.0934
H 3.603666 -5.954689 2.765285 0.1785 0.1896 -0.5196
H 5.878635 -5.654545 1.598081 -0.8356 0.0206 -0.3449
H 5.780548 -5.192574 -0.896781 -0.0446 -0.0288 0.1610
H 3.769564 -4.421462 -1.890551 -0.1631 0.4821 -0.3205
Te -3.452373 0.834484 0.666531 0.1688 1.1616 -1.1683
C -4.318876 2.805615 0.263227 0.1327 -0.9801 1.1216
C -3.529239 3.906955 -0.018348 -0.5494 0.6638 -0.0829
C -4.106998 5.187898 -0.001124 -0.0361 -1.2461 -0.1940
C -5.476549 5.355987 0.208422 0.5047 0.6037 -0.6302
C -6.253739 4.240715 0.398988 -0.5835 -0.2964 0.5480
C -5.670657 2.982392 0.505303 -0.1309 0.5412 -0.5304
C -3.482831 0.628722 -1.470240 0.1707 -1.7698 1.0604
C -2.713139 1.423812 -2.298444 -0.7391 0.1524 -0.7028
C -2.983681 1.382779 -3.674849 1.0612 0.1052 -0.4562
C -3.890117 0.469246 -4.197020 -0.0768 0.5802 -0.4227
C -4.540604 -0.389003 -3.340561 -0.1248 -0.3239 0.9641
C -4.297663 -0.405277 -1.964345 0.2062 1.5446 -0.7398
H -2.497769 3.783800 -0.308330 0.2857 0.0752 0.3665
H -3.437394 5.983507 -0.205789 0.2443 0.9321 -0.1348
H -5.955365 6.334072 0.094918 0.3221 -0.2576 0.2610
H -7.329798 4.353421 0.540277 0.2192 -0.0904 -0.0814
H -6.306582 2.144582 0.672206 -0.2723 -0.5806 0.2629
H -1.981616 2.099803 -1.874326 -0.0558 0.1320 -0.1114
H -2.420851 2.016923 -4.382903 -0.2919 -0.2474 0.5766
H -4.132963 0.447314 -5.274480 0.2431 0.0996 0.6951
H -5.326514 -0.994811 -3.712744 -0.4090 -0.8633 -0.4525
H -4.774042 -1.107508 -1.290128 -0.0262 0.1623 -0.1869
C -1.714459 -0.050756 4.623249 -0.0357 0.0407 0.4838
Si -0.289924 1.149107 4.269183 0.0207 -0.7475 -2.4823
C 1.047758 0.364233 5.283952 0.5491 0.1909 1.4652
C -0.762676 2.886425 4.801910 1.1389 -0.0518 0.1203
O 0.229248 1.091200 2.709035 -0.5132 -0.0522 1.5854
H -2.258496 0.319971 5.520652 0.1102 -0.4214 -0.4521
H -1.285975 -1.047392 4.838483 -0.2219 0.3797 0.0452
H -2.408184 -0.188059 3.794439 -0.1263 0.1960 -0.0066
H 0.777990 0.285477 6.355494 0.0164 0.1312 -0.2592
H 2.008829 0.894982 5.253744 -0.0948 -0.1935 -0.1505
H 1.173202 -0.673133 4.965583 0.1294 0.1171 -0.2793
H -0.487670 2.954290 5.868350 -0.2188 0.3690 -0.2600
H -1.789327 3.171659 4.648130 -0.4787 -0.0802 0.0261
H -0.143734 3.573940 4.196877 -0.1401 -0.1656 0.4181